1.
{
  "formula": "C22H58NO12",
  "method": "ωB97M-V with the def2-TZVPD basis set",
  "species": ["O", "O", "O", "O", "O", "O", "O", "O", "O", "O", "O", "O", "N", "C", "C", "C", "C", "C", "C", "C", "C", "C", "C", "C", "C", "C", "C", "C", "C", "C", "C", "C", "C", "C", "C", "H", "H", "H", "H", "H", "H", "H", "H", "H", "H", "H", "H", "H", "H", "H", "H", "H", "H", "H", "H", "H", "H", "H", "H", "H", "H", "H", "H", "H", "H", "H", "H", "H", "H", "H", "H", "H", "H", "H", "H", "H", "H", "H", "H", "H", "H", "H", "H", "H", "H", "H", "H", "H", "H", "H", "H", "H", "H"],
  "positions_angstrom": [[-2.609958, 0.956871, 2.333723], [-3.550304, 0.732397, 0.319917], [-2.761301, 5.215048, -0.428534], [-4.292926, -1.594295, -1.075357], [2.952401, -0.299369, 0.301745], [0.598559, 5.244966, -1.914880], [2.840428, -6.324228, -2.732993], [-0.183139, -3.491767, 3.759590], [0.608175, 6.025025, 1.988505], [0.274337, -1.746399, -2.360424], [2.704634, 0.630020, 2.345109], [-1.583505, -5.896441, -0.676034], [1.124464, 2.361669, 0.507640], [0.482022, 2.021634, -0.752591], [-1.744750, 2.321234, 0.569308], [1.298233, -2.497272, -3.010032], [-0.197358, -5.496054, 1.285745], [-2.633401, 6.611769, -0.679918], [-4.074770, -2.599031, -2.063731], [1.522867, 5.819391, -2.824985], [1.626048, 5.058038, 3.988263], [2.570694, 2.057563, 0.481819], [-5.372878, -2.999180, -2.741084], [-1.855608, 7.262361, 0.446264], [2.155007, -3.238000, -2.007087], [1.850117, 7.259758, -2.470443], [4.805191, -7.769123, -2.636159], [2.791314, 0.662440, 1.094318], [0.974515, 4.804658, 2.641494], [-0.451957, -4.136467, 4.993433], [-1.024032, 1.722294, -0.657297], [-0.755585, -6.512639, 0.308626], [4.102843, -6.530860, -2.108066], [-1.516731, -3.411175, 5.798268], [-2.642360, 1.287719, 1.185387], [-3.287638, 5.127661, 0.372638], [-2.092517, 6.714235, -1.621433], [4.692120, -5.639111, -2.314421], [-2.439230, -3.335581, 5.222234], [0.403444, -4.749860, 0.762263], [0.713101, -1.133440, -1.755061], [0.649418, 2.794957, -1.499467], [-0.999170, -4.959910, 1.789341], [1.541795, -3.912425, -1.407019], [2.580342, 7.681600, -3.163865], [2.543326, 5.641450, 3.870295], [-2.404730, 3.134177, 0.267556], [-1.070808, 2.631727, 1.355727], [3.968046, -6.602140, -1.023750], [2.628568, -2.529159, -1.321314], [-3.213341, -0.076273, -0.093079], [1.409691, 6.539141, 1.853566], [-0.888156, 6.770569, 0.535121], [-5.843915, -2.129780, -3.201400], [0.955570, 5.624910, 4.636750], [-3.623660, 7.063054, -0.814284], [0.130955, -2.599569, 3.944550], [-1.202527, 0.651412, -0.728974], [-0.784368, -5.144807, 4.743831], [-1.045791, -5.244373, -1.138243], [2.936325, 2.103400, -0.541307], [1.919811, -1.821711, -3.609342], [-3.378192, -2.175439, -2.784538], [-2.374499, 7.132651, 1.398790], [0.061128, -7.048624, -0.192072], [4.207703, -8.663784, -2.443562], [1.879079, 4.118101, 4.479565], [0.427739, -5.980158, 2.037881], [-1.727320, -3.932951, 6.734327], [0.949385, 7.878688, -2.501589], [0.745255, 1.805208, 1.265422], [3.103622, 2.782880, 1.097699], [0.053812, 4.237193, 2.760876], [0.956502, 1.117133, -1.159765], [2.929024, -3.822080, -2.501258], [-1.497015, 2.144889, -1.542500], [-3.599536, -3.471097, -1.603747], [2.288669, -7.091079, -2.552119], [1.641470, 4.230147, 1.994069], [2.418437, 5.201738, -2.775812], [-4.897353, -1.939367, -0.411506], [-1.377823, -7.247347, 0.819536], [-5.196270, -3.752399, -3.510345], [-0.213968, 5.758609, -1.942633], [-6.077895, -3.409719, -2.013793], [2.253146, 7.314666, -1.458967], [1.125292, 5.761473, -3.845795], [4.946728, -7.693184, -3.714786], [-1.708728, 8.331987, 0.276067], [0.472878, -4.218677, 5.577003], [5.779503, -7.899497, -2.162620], [-1.193729, -2.395592, 6.035124], [0.795007, -3.187080, -3.689409]],
  "atomic_forces_ev_per_a": [[-0.1242, -0.0377, 0.4344], [-0.1812, 0.1427, -0.1315], [-0.2281, 0.2188, -0.3303], [0.1443, 0.0773, -0.1374], [-0.0491, 0.0573, -0.1316], [0.1621, 0.0325, -0.0778], [0.0939, -0.1046, -0.1096], [-0.0843, -0.0835, 0.0955], [-0.0557, 0.1086, 0.1940], [-0.0468, -0.0075, -0.1142], [-0.0377, -0.0084, -0.0895], [-0.0725, -0.1470, -0.0303], [0.1192, 0.2332, -0.1938], [0.0890, -0.8200, -0.0988], [-0.5168, -0.6632, 0.0537], [0.0369, 0.2174, 0.2297], [-0.1182, -0.0774, -0.0934], [-0.0026, -0.0596, 0.3916], [-0.1304, -0.1536, 0.1599], [-0.2230, 0.0963, 0.0322], [-0.1403, 0.1245, 0.0312], [-0.1490, -0.0110, 0.1875], [-0.0220, 0.0941, 0.0019], [0.0565, 0.0851, -0.1832], [0.1015, 0.1563, 0.2014], [0.0003, -0.0171, 0.0569], [-0.0447, 0.0251, -0.0789], [0.0528, -0.3585, 0.0808], [0.4205, 0.0131, -0.0170], [0.0818, 0.2544, 0.0058], [-0.0358, 0.7078, -0.1389], [0.1773, 0.2795, -0.1185], [-0.1517, -0.1534, 0.0572], [-0.0378, -0.0062, -0.0480], [0.3003, -0.1716, -0.0468], [0.0641, -0.0946, 0.0402], [-0.0659, -0.0579, -0.0992], [-0.0304, 0.0452, 0.0106], [-0.0096, -0.0229, -0.0017], [0.0879, -0.0242, 0.0493], [0.0140, -0.0587, 0.0808], [0.0803, 0.3309, 0.2294], [-0.0027, -0.0253, 0.0546], [0.0071, -0.0714, -0.0524], [-0.0092, 0.0038, -0.0080], [0.0491, -0.0500, -0.0119], [0.3345, 0.1098, -0.0211], [0.1061, 0.3297, -0.0765], [0.0906, 0.0534, 0.0186], [-0.0134, 0.0302, -0.0184], [-0.2471, -0.1050, -0.0597], [0.0433, -0.0740, -0.0303], [-0.0152, 0.0701, 0.0912], [0.0260, 0.0015, -0.0330], [-0.0225, -0.0043, 0.0419], [0.0444, 0.0489, -0.0582], [0.0522, 0.0262, -0.1382], [0.1343, -0.1514, 0.2141], [0.0243, -0.0199, -0.0303], [-0.0305, 0.0782, 0.0373], [0.0189, 0.0568, -0.1102], [0.0145, -0.0718, -0.0713], [0.0453, 0.0589, 0.0543], [-0.0174, 0.0393, -0.0051], [-0.0055, -0.0851, 0.0810], [0.0266, -0.0100, 0.0539], [0.0256, -0.0259, -0.0502], [0.0299, 0.0556, 0.0089], [0.0149, 0.0040, 0.0045], [0.0068, 0.0095, -0.0462], [-0.0459, -0.0979, 0.0041], [0.0878, 0.1565, -0.0009], [-0.0166, 0.0010, -0.0626], [-0.0254, -0.0528, -0.1164], [-0.0160, -0.0336, -0.0472], [-0.0418, -0.0973, -0.1248], [0.0526, -0.0078, -0.0702], [-0.0263, 0.0065, 0.0109], [-0.2095, -0.0483, 0.0647], [-0.0063, -0.0486, 0.0051], [0.0259, 0.0086, 0.0505], [-0.0573, -0.0058, -0.0474], [0.0017, -0.0178, 0.0145], [-0.0637, -0.0636, 0.0843], [0.0270, -0.0646, -0.0086], [0.0279, -0.0147, 0.0011], [0.1049, -0.0016, -0.0427], [0.0293, 0.0228, -0.0005], [-0.0334, 0.0002, -0.0085], [-0.0358, -0.0920, 0.0493], [-0.0056, -0.0044, 0.0154], [0.0234, -0.0103, 0.0387], [-0.0527, 0.0225, -0.0018]],
  "e_homo_ev": -4.1,
  "molar_mass_g_mol": 528.7,
  "total_energy_ev": -49814.112,
  "charge": -1,
  "relative_energy_ev": 0.170,
  "fmax_ev_per_a": 0.8,
  "orbital_gap_ev": 6.53,
  "spin_multiplicity": 1
}



2.
{
  "formula": "C22H60F6MgNO14S2",
  "method": "ωB97M-V with the def2-TZVPD basis set",
  "species": ["S", "S", "Mg", "F", "F", "F", "F", "F", "F", "O", "O", "O", "O", "O", "O", "O", "O", "O", "O", "O", "O", "O", "O", "N", "C", "C", "C", "C", "C", "C", "C", "C", "C", "C", "C", "C", "C", "C", "C", "C", "C", "C", "C", "C", "C", "C", "H", "H", "H", "H", "H", "H", "H", "H", "H", "H", "H", "H", "H", "H", "H", "H", "H", "H", "H", "H", "H", "H", "H", "H", "H", "H", "H", "H", "H", "H", "H", "H", "H", "H", "H", "H", "H", "H", "H", "H", "H", "H", "H", "H", "H", "H", "H", "H", "H", "H", "H", "H", "H", "H", "H", "H", "H", "H", "H", "H"],
  "positions_angstrom": [[-0.106076, -0.750049, -0.363796], [0.821064, 1.755771, -0.041566], [-2.265856, 0.437011, 4.161144], [2.597314, -1.115759, -0.239926], [-1.279276, 2.085311, -1.611826], [1.653764, -2.059379, 1.327784], [0.051124, 3.848891, -1.556426], [-1.381476, 3.360631, 0.127774], [1.435104, -2.975629, -0.610816], [-2.149556, -4.298159, -6.734016], [1.703244, 0.433991, -8.097086], [6.691784, 7.227361, -2.389986], [-0.370436, 11.216021, 4.923224], [-0.011456, -0.423769, -1.789266], [1.821844, 1.462131, -1.053256], [-1.234916, -1.639179, 0.032924], [-0.249666, -11.893559, 0.106824], [-0.942526, 2.619861, 7.182154], [0.636854, 13.558371, -0.172566], [-9.611216, -0.438309, -0.653996], [2.193474, -5.661959, 10.192094], [3.569274, -10.449299, -4.663086], [1.322844, 2.620341, 0.997654], [-0.173186, 0.464471, 0.681964], [3.454264, -5.458139, 9.679274], [1.030884, 2.711671, -7.811606], [0.135404, 12.738161, -1.246466], [4.065434, -11.451599, -5.637296], [-9.227626, -1.508369, -1.491906], [1.326244, 1.642511, -8.837996], [5.555124, 7.568251, -1.621676], [-2.348256, 2.414561, 9.206594], [-2.623296, -6.335569, -5.442086], [-2.182136, -5.708629, -6.797396], [-1.854446, -13.497899, 0.821894], [-1.265406, 13.163631, -1.352776], [6.116714, 8.403481, -0.420906], [-1.750926, 9.602441, 6.024964], [-7.878856, -1.130789, -2.118946], [1.509224, -1.798239, 0.032814], [4.372214, -6.565859, 10.011574], [5.549374, -11.285599, -5.733986], [-1.638016, 10.589401, 4.868444], [-0.583076, 2.867391, -0.811546], [-0.931256, 2.540751, 8.576064], [-1.561566, -12.302539, -0.131476], [0.891774, -0.072219, -8.014186], [4.260444, -7.599899, 9.685414], [6.888984, 8.029261, -2.879546], [-2.754806, -7.415989, -5.501186], [-1.452006, 14.232941, -1.452066], [-0.029316, 2.852141, 6.998604], [-7.198186, -0.858239, -1.312416], [2.278354, -5.560959, 11.142984], [0.164304, -11.530169, -0.679416], [-7.494056, -2.072169, -2.511166], [-3.167376, 3.103741, 9.001274], [6.607474, 9.308241, -0.779596], [5.339604, -6.325119, 9.570774], [-3.032466, -4.155599, -7.082936], [-0.143326, 11.636181, 4.090474], [0.777144, 12.901831, -2.112186], [-1.667696, 12.646811, -2.224076], [-0.286116, 1.725251, 8.902964], [-1.760746, -13.274429, 1.884624], [-1.257336, 10.194501, 6.795634], [-3.541926, -5.902299, -5.046486], [3.764554, -12.416029, -5.228106], [-1.210496, -6.117409, -7.074706], [0.899374, 14.405171, -0.540826], [3.723014, -9.594689, -5.072476], [0.455484, 1.350561, -9.425066], [3.673264, -11.330349, -6.647056], [2.088904, 2.016331, -9.521156], [-2.899256, 1.479051, 9.110064], [5.969724, -12.045499, -6.392736], [4.654894, -6.495649, 11.061934], [6.895184, 7.885631, 0.139384], [5.857594, -10.335289, -6.169896], [-7.848806, -0.315309, -2.841566], [4.663394, 8.027791, -2.047986], [-1.693446, 10.120801, 3.885884], [-2.330746, 11.429261, 4.815144], [-9.278296, -2.372319, -0.829236], [-1.965266, 12.833151, -0.585256], [-1.638566, -12.730309, -1.131066], [0.724204, 3.647271, -8.279276], [0.099354, 11.707071, -0.894816], [-2.264936, 2.524491, 10.287824], [5.277624, 6.577481, -1.261856], [-1.219956, -14.370039, 0.664144], [-2.792866, 9.381731, 6.256824], [1.794484, 2.948461, -7.070686], [-9.959576, 0.192721, -1.288066], [5.374594, 8.666071, 0.333024], [6.097264, -11.372949, -4.795746], [3.444044, -5.060019, 8.664634], [-2.898226, -13.788329, 0.702424], [-2.332766, -11.534069, -0.078466], [0.119914, 2.349671, -7.334976], [-2.892946, -5.998669, -7.571176], [3.898894, -4.664749, 10.280034], [-1.920076, -6.043319, -4.662236], [-0.607786, 3.524181, 8.917124], [-10.006726, -1.650489, -2.240836], [-1.129786, 8.720611, 5.867904]],
  "atomic_forces_ev_per_a": [[-1.8814, -3.5206, -0.9532], [1.9171, 2.1563, 0.7158], [0.6099, 0.1974, -0.4633], [0.0464, 0.1934, -1.3482], [-0.1053, 0.4563, -0.0604], [-1.1909, -0.2110, 0.7190], [-1.3336, -1.6375, 1.7738], [0.7436, 0.0555, -0.4036], [0.0344, 1.2747, 0.0742], [-0.4156, -0.1731, -0.3025], [0.3055, 0.7548, -0.9196], [-0.5884, 0.7079, -1.3570], [1.1394, -0.1154, 0.6929], [-0.1283, -0.1820, 2.3892], [-2.1818, -0.5174, 0.9784], [2.0964, 1.4090, -0.2666], [0.6753, 0.6735, 0.3986], [-0.0569, -0.4919, -1.5226], [1.0740, -0.5332, 0.5024], [-0.7463, 0.6675, 0.1087], [-1.9919, -0.0941, 0.0982], [-0.1118, -1.0791, -1.2108], [-1.0468, -0.6934, 0.4192], [1.6765, 1.5118, -2.0226], [1.0352, 1.0906, 0.7678], [-1.4814, 0.2541, -0.2812], [0.2121, 1.1452, 1.9740], [0.1004, 1.2349, 1.3465], [0.0575, 0.8898, -0.1210], [0.4221, -0.5820, 1.0068], [1.2919, -0.7675, 2.9178], [-0.3566, -0.6051, 0.5499], [0.2055, 0.7801, -0.1957], [-0.2430, -1.3847, 1.0894], [-0.5398, 0.6353, 0.0798], [-2.3504, -0.3484, -1.8404], [-0.5040, -0.1824, -0.1124], [0.4005, 1.4196, -0.3802], [0.1674, -1.6628, 0.8304], [-0.1858, -0.2595, 0.2641], [2.5527, -0.7529, -0.4683], [1.1827, -0.5197, -0.2588], [0.2630, 0.2231, -1.5436], [1.0303, -0.0110, -1.4734], [-2.1589, 0.6814, 1.6458], [-0.2526, -2.2481, 0.1187], [0.0885, -0.1309, 0.0759], [-0.9258, 0.1072, 0.1238], [0.5333, -0.0416, -0.3217], [0.2194, 0.0205, 0.0257], [0.3930, 0.0315, -0.2429], [0.0831, 0.1126, -0.6660], [-0.0261, 0.0641, 0.1024], [-0.2963, -0.1577, 0.0520], [-0.1727, 0.0403, -0.0724], [0.3811, 0.2306, -0.6353], [0.7201, 0.8044, -0.7894], [-0.2474, 0.2046, -0.1313], [0.2811, 0.2252, -0.3187], [0.0471, 1.1958, 0.1446], [-0.1996, -0.0396, -0.0547], [-0.3564, -0.3919, -0.2667], [-0.3694, 0.2726, -0.5144], [0.0000, 0.1198, 0.2840], [0.1786, 0.4809, -0.0274], [-0.3554, -0.3855, 0.6988], [-0.3793, 0.0207, -0.5047], [0.0556, 0.0885, -0.0888], [0.1051, 0.2141, -0.0007], [-0.0058, 0.0165, -0.0178], [0.0004, 0.1678, 0.0408], [-0.1233, 0.5553, -0.1267], [-0.5877, 0.1220, 0.1501], [0.4048, -0.7404, 0.0423], [0.6313, -0.6102, -0.3627], [0.0206, -0.1477, -0.1339], [-0.5265, -0.5062, 0.2716], [-0.0274, -0.4484, -0.3370], [-0.3088, 0.1920, -0.0498], [-0.5070, -0.2463, -0.1068], [0.3977, 0.1774, -0.7570], [-0.3586, -0.4874, -0.0663], [-0.8309, -0.4202, 0.6687], [0.7748, -0.2752, -0.3431], [0.6546, -0.1349, 0.5982], [-0.0583, 0.0778, -0.3082], [0.1515, 0.1407, -0.2167], [0.7417, -0.0695, -0.1807], [0.4350, -0.0634, 0.1110], [-0.5785, 0.1557, 0.2963], [0.0612, 0.1927, -0.4230], [0.2086, -0.1380, 0.1270], [0.1550, -0.4732, -0.2447], [-0.1475, 0.5617, 0.4449], [-0.2785, 0.1951, -0.1966], [-0.3601, -0.0578, 0.2102], [-0.3051, -0.6550, -0.1978], [-0.0503, -0.1865, -0.1830], [0.1659, 0.3382, 0.4111], [0.0772, 0.2136, 0.6697], [0.0397, -0.2668, -0.1524], [0.1756, 0.7530, -0.3336], [0.4193, -0.4013, -0.1061], [0.5942, -0.1791, 0.4061], [0.0619, -0.2287, -0.2750], [-0.2627, -0.0492, -0.1573]],
  "e_homo_ev": -11.2,
  "molar_mass_g_mol": 765.1,
  "total_energy_ev": -97340.751,
  "charge": 1,
  "relative_energy_ev": 9.268,
  "fmax_ev_per_a": 4.1,
  "orbital_gap_ev": 1.27,
  "spin_multiplicity": 1
}